Entry 1:
12
Properties=species:S:1:pos:R:3:nbo_charge:R:1 method="wB97M-V/def2-TZVPD" gap_ev=10.3 total_charge=0 homo_energy_ha=-0.3523 smiles="O=C1NC(=O)[C@@H]2N[C@H]12"
C 0.91 -0.93 -0.45 0.69
C 0.20 1.20 -0.53 0.67
C -1.07 0.54 0.26 -0.13
C -0.52 -0.88 0.24 -0.19
H 2.10 0.67 -1.35 0.46
H -2.09 0.53 0.14 0.23
H -1.10 -0.14 2.12 0.38
H -1.10 -1.81 0.18 0.24
N 1.17 0.41 -0.87 -0.64
N -0.42 0.01 1.31 -0.57
O 1.51 -2.01 -0.51 -0.55
O 0.42 2.42 -0.55 -0.58


Entry 2:
12
Properties=species:S:1:pos:R:3:nbo_charge:R:1 method="wB97M-V/def2-TZVPD" gap_ev=8.7 total_charge=0 homo_energy_ha=-0.3203 smiles="O/N=c1/ccocn1"
C -0.05 0.20 -0.66 0.22
C 0.16 1.13 0.39 -0.30
C 0.04 0.87 1.65 0.11
C -0.57 -1.30 0.82 0.43
H 0.59 -1.10 -2.56 0.45
H 1.06 1.88 -0.13 0.26
H 0.45 1.37 2.68 0.24
H -0.85 -2.28 1.28 0.20
N 0.19 0.72 -1.87 -0.09
N -0.35 -1.16 -0.43 -0.48
O 0.17 -0.08 -2.97 -0.51
O -0.82 -0.26 1.81 -0.52